The following is a quantum chemistry calculation of a molecular structure, C41H50CrN4O3Te, from the OMol25 dataset.

Geometry (Å):
C: 0.54 0.94 1.10
N: -2.29 1.67 2.60
H: -4.83 5.41 0.28
C: 1.91 -4.64 -1.96
C: 3.68 -1.48 0.27
H: 1.39 0.27 1.25
C: 2.87 -3.71 -2.66
H: -1.03 -3.63 -0.95
O: 0.56 2.52 3.35
H: 1.62 2.80 1.27
C: 3.38 -0.04 -3.56
C: -0.32 4.36 0.68
H: 3.39 0.45 -2.59
C: -2.50 -1.21 -3.07
H: -1.70 -1.98 -4.90
H: -5.12 -0.41 0.90
H: 6.09 -5.18 -4.57
C: -2.55 -0.16 -2.11
C: 0.32 -3.51 1.97
N: -0.36 3.09 0.60
H: -2.00 8.61 0.76
H: 1.26 2.25 -0.40
C: 6.12 -4.09 -4.61
H: -1.45 3.54 3.10
H: -0.74 -0.53 0.76
H: 0.88 -4.36 -2.17
C: -1.71 -1.15 -4.20
H: -4.67 2.47 1.80
H: -2.52 2.86 4.33
C: 1.52 -3.45 2.67
C: -0.90 -0.03 -4.42
H: 4.41 -1.30 1.06
C: -3.56 0.94 2.85
H: 3.39 -0.52 -0.16
H: -3.37 -0.12 2.63
H: 1.03 -3.47 4.76
H: 2.04 -4.61 -0.88
H: 4.15 -5.34 -3.22
C: 1.15 0.23 3.70
C: 2.48 -2.21 0.82
H: 2.66 -4.04 4.39
H: 7.04 -3.77 -4.12
H: -0.28 0.03 -5.30
H: 6.20 -3.80 -5.66
O: -1.73 2.03 -1.54
C: -3.81 5.76 0.41
C: 2.67 -2.33 -2.71
H: -3.22 3.55 2.85
C: 4.67 -2.12 -4.04
C: -1.46 5.25 0.62
Cr: -2.02 1.90 0.34
O: -3.13 3.53 0.38
H: -0.54 -4.01 2.42
C: 1.27 -2.29 0.12
C: 4.00 -4.26 -3.27
C: 4.91 -3.48 -3.96
N: -0.59 0.45 0.57
H: -5.66 1.24 2.56
H: 0.65 4.84 0.81
C: -1.21 6.62 0.73
C: -1.72 0.99 -2.35
C: -0.92 1.02 -3.50
H: 5.37 -1.49 -4.60
C: 0.88 2.32 0.63
C: -4.74 1.40 2.00
H: 2.07 -5.67 -2.29
H: -3.12 -2.08 -2.90
C: -1.15 -3.09 -0.01
C: 2.59 -2.80 2.07
H: -1.31 -0.14 2.88
C: -1.23 0.88 3.26
N: -3.54 0.64 0.00
H: -1.47 0.83 4.34
H: 4.17 -2.05 -0.52
H: 1.04 0.19 4.79
H: -1.60 -2.13 -0.27
C: 1.63 -4.04 4.05
C: -3.53 7.10 0.51
C: -2.38 2.99 3.25
H: 2.18 0.48 3.47
H: -0.18 6.94 0.85
H: -4.14 -1.08 -1.02
H: 1.27 -5.07 4.07
H: -0.32 1.90 -3.65
Te: 1.01 -1.38 -1.78
H: 0.92 -0.76 3.30
C: -4.81 0.63 0.69
C: -2.22 7.56 0.68
H: -3.78 1.02 3.92
C: 0.23 1.32 3.16
C: 3.57 -1.53 -3.43
H: -5.60 1.07 0.07
H: 2.42 0.20 -4.02
C: -2.79 4.78 0.46
H: -1.86 -3.63 0.62
C: -3.44 -0.24 -1.03
H: 3.53 -2.73 2.61
H: 4.17 0.40 -4.18
C: 0.18 -2.95 0.70
H: -4.35 7.82 0.47

Calculated values
Expectation value of S²: 8.805
LUMO energy (spin up / spin down) (eV): 2.26 / 2.26
E (eV): -91148.7977
Charge: -1
Spin multiplicity: 6
Gap between HOMO and LUMO (spin up / spin down) (eV): 4.09 / 6.71

---

The following is a quantum chemistry calculation of 2 unconnected molecules or ions with the total composition C5H12O2 at a distorted geometry, from the OMol25 dataset.

Geometry (Å):
H: 1.14 0.14 -0.64
H: -1.77 0.40 0.19
H: -1.07 -3.17 -0.89
C: 0.28 2.15 -0.65
O: 2.36 0.44 1.23
H: -2.10 -1.75 -1.16
C: -0.78 0.00 0.38
H: -0.11 2.23 -1.67
C: 0.33 0.73 -0.19
C: -0.67 -1.50 0.44
O: -0.07 0.69 1.35
H: 0.36 -1.79 0.70
H: -0.42 -1.74 -1.70
H: 1.46 0.39 1.62
H: -1.31 -1.85 1.26
H: 2.53 1.39 1.23
C: -1.09 -2.08 -0.90
H: -0.35 2.70 0.05
H: 1.29 2.60 -0.64

Calculated values
SMILES string: CC[C@H]1O[C@@H]1C.O
LUMO energy (eV): 1.00
E (eV): -9472.7918
ΔE to the lowest compared entry with this formula, charge and spin (kcal/mol): 54.1
Gap between HOMO and LUMO (eV): 10.95

---

Question: Number 2 is which compound?
Answer: C5H12O2